{"formula": "C43H101N6O8", "method": "ωB97M-V/def2-TZVPD", "e_lumo_ev": 2.16, "total_charge": -1, "e_tot_ha": -2629.0392, "spin_multiplicity": 1, "homo_energy_ev": -2.75, "symbols": ["C", "C", "O", "H", "H", "H", "H", "H", "C", "C", "C", "O", "C", "N", "H", "H", "H", "H", "H", "H", "H", "H", "H", "H", "H", "C", "C", "C", "O", "C", "N", "H", "H", "H", "H", "H", "H", "H", "H", "H", "H", "H", "C", "C", "C", "O", "C", "N", "H", "H", "H", "H", "H", "H", "H", "H", "H", "H", "H", "C", "C", "C", "C", "C", "C", "N", "O", "C", "C", "C", "H", "H", "H", "H", "H", "H", "H", "H", "H", "H", "H", "H", "H", "H", "H", "H", "H", "H", "H", "C", "C", "C", "C", "C", "C", "N", "O", "C", "C", "C", "H", "H", "H", "H", "H", "H", "H", "H", "H", "H", "H", "H", "H", "H", "H", "H", "H", "H", "H", "C", "C", "C", "C", "C", "C", "N", "O", "C", "C", "C", "H", "H", "H", "H", "H", "H", "H", "H", "H", "H", "H", "H", "H", "H", "H", "H", "H", "H", "H", "C", "C", "O", "H", "H", "H", "H", "H", "H"], "coordinates": [[4.960773, 32.036810, -9.181413], [3.791534, 31.194187, -9.622689], [3.256581, 30.326127, -8.683135], [5.899161, 31.499889, -9.042655], [4.635253, 32.664499, -8.351870], [5.171853, 32.696703, -10.022886], [4.006073, 30.668535, -10.553159], [3.058179, 31.918935, -9.976256], [4.073216, 26.142666, -10.006404], [5.084236, 26.702483, -9.076143], [6.401216, 27.212499, -9.667569], [7.258124, 27.445231, -8.604037], [8.677679, 27.642718, -8.908326], [4.548501, 27.608592, -8.102419], [3.131309, 25.857481, -9.537806], [4.332807, 25.240483, -10.560273], [3.790638, 26.882533, -10.755304], [5.392886, 25.893034, -8.414615], [6.234139, 28.138203, -10.218252], [6.734878, 26.346261, -10.238899], [9.228934, 26.794084, -9.313350], [9.040336, 27.802303, -7.892884], [8.940497, 28.561730, -9.432186], [4.527268, 28.542102, -8.487395], [5.245115, 27.753781, -7.385658], [-2.013852, 31.285255, -4.394954], [-1.389933, 30.402962, -5.462461], [-1.030833, 31.226559, -6.793967], [-0.246597, 30.407644, -7.571361], [-0.117376, 30.898722, -8.937191], [-0.188621, 29.810804, -4.907359], [-1.404327, 32.164278, -4.185452], [-2.216464, 30.713984, -3.489038], [-2.963794, 31.626722, -4.806185], [-2.022732, 29.530257, -5.623865], [-0.528394, 32.171285, -6.586262], [-2.009201, 31.554217, -7.145457], [-1.083036, 30.783344, -9.429422], [0.546607, 30.276043, -9.536769], [0.250741, 31.901121, -9.155765], [0.340524, 30.599102, -4.562856], [-0.442733, 29.338414, -4.051564], [-2.575807, 26.012356, -8.232495], [-1.125791, 26.534737, -8.280151], [-0.612498, 27.080711, -9.659980], [0.731046, 27.649965, -9.685436], [1.184727, 27.974435, -11.028201], [-1.181177, 27.551642, -7.324060], [-2.680401, 25.129779, -8.863539], [-3.287896, 26.774128, -8.549875], [-2.793895, 25.535785, -7.276769], [-0.458926, 25.785460, -7.853580], [-1.224195, 27.858761, -10.116668], [-0.653976, 26.198212, -10.298386], [2.145378, 28.472501, -10.897167], [0.528019, 28.601707, -11.630998], [1.234292, 27.047227, -11.599106], [-1.468078, 27.076612, -6.480175], [-1.914973, 28.232084, -7.460576], [3.035674, 35.017904, -10.422587], [1.792560, 35.897200, -10.628016], [0.523253, 35.130892, -10.112674], [0.310315, 35.134510, -8.569898], [0.477385, 36.554749, -8.041946], [1.827954, 37.255824, -8.531010], [1.956846, 37.181400, -9.959596], [2.968201, 38.003519, -10.508106], [1.504137, 38.732716, -8.067590], [3.086178, 36.739023, -7.732971], [1.573998, 36.174663, -12.126693], [3.931473, 35.638563, -10.443591], [3.159642, 34.261669, -11.197722], [3.027917, 34.438213, -9.499557], [-0.417799, 35.517206, -10.504170], [0.554670, 34.131071, -10.545658], [1.095828, 34.575045, -8.061895], [-0.588822, 34.612622, -8.242361], [0.237160, 36.586038, -6.979213], [-0.388644, 37.019805, -8.512931], [1.064684, 38.886339, -7.082007], [2.389340, 39.368558, -8.082496], [0.880018, 39.208797, -8.823850], [4.031411, 37.127415, -8.112182], [3.031922, 36.915416, -6.658703], [3.201514, 35.656432, -7.785718], [1.289050, 35.293399, -12.701389], [2.394653, 36.688152, -12.627642], [0.719260, 36.831161, -12.289578], [2.440807, 38.497520, -11.140095], [5.178077, 28.636298, -13.338966], [5.955187, 28.997286, -14.687400], [5.752374, 30.513877, -15.000172], [6.539848, 31.411901, -13.996300], [8.051250, 31.046145, -14.184191], [8.339342, 29.548978, -13.845743], [7.381390, 28.709362, -14.639048], [7.584915, 27.304898, -14.456833], [9.751907, 29.328641, -14.505085], [8.204110, 29.392141, -12.314441], [5.230009, 28.189912, -15.885800], [4.927177, 27.581007, -13.231683], [4.239172, 29.183013, -13.251440], [5.658541, 29.043211, -12.449203], [5.931936, 30.794257, -16.038071], [4.703745, 30.747471, -14.816023], [6.135263, 31.192803, -13.008169], [6.408529, 32.455614, -14.281812], [8.511929, 31.659657, -13.409939], [8.316807, 31.398754, -15.180813], [10.025023, 28.303966, -14.757197], [9.813460, 29.870380, -15.448917], [10.539892, 29.765587, -13.891692], [7.546095, 30.137839, -11.868283], [7.779424, 28.426065, -12.041626], [9.210373, 29.386169, -11.895504], [5.646917, 28.285636, -16.888358], [4.169807, 28.438289, -15.934428], [5.295649, 27.109781, -15.754972], [7.716816, 26.986276, -15.352753], [1.981970, 31.551261, -12.897309], [0.933108, 31.871342, -13.978731], [-0.351529, 32.480904, -13.308638], [-1.379128, 33.031119, -14.265786], [-0.695091, 34.067158, -15.096093], [0.511267, 33.549039, -15.916196], [1.436405, 32.799670, -14.971476], [2.543265, 32.350424, -15.642264], [-0.042288, 32.816399, -17.170236], [1.196583, 34.882387, -16.394677], [0.588140, 30.521325, -14.610312], [1.576664, 30.979343, -12.062604], [2.347921, 32.519777, -12.556470], [2.835787, 31.063270, -13.367377], [-0.825278, 31.837394, -12.567315], [0.058783, 33.288153, -12.701951], [-2.136788, 33.536551, -13.666967], [-1.768464, 32.201487, -14.855884], [-0.392441, 34.953898, -14.539133], [-1.503979, 34.345258, -15.771721], [0.752915, 32.256079, -17.661966], [-0.834797, 32.099141, -16.956757], [-0.566558, 33.500739, -17.837258], [0.471188, 35.669134, -16.601896], [1.838817, 35.342077, -15.643464], [1.854346, 34.732489, -17.250824], [-0.289542, 30.557417, -15.255646], [0.259531, 29.835324, -13.829600], [1.403555, 29.997375, -15.108995], [3.200146, 33.001012, -15.383711], [2.538229, 33.479429, -5.317128], [3.035946, 32.230359, -6.019903], [2.509816, 31.046746, -5.439326], [1.465415, 33.629634, -5.438050], [2.910737, 34.411883, -5.741223], [2.675399, 33.421890, -4.237326], [4.113533, 32.242823, -6.183437], [2.732969, 32.171931, -7.065312], [2.855022, 30.894928, -4.556498]], "forces_ev_per_angstrom": [[0.2769, 0.4222, -0.8626], [-1.3359, -1.7063, 1.5770], [0.8926, 0.9250, -0.8724], [-0.1196, -0.2341, 0.6742], [0.4492, -0.1534, 0.2870], [0.1607, 0.5394, -0.2209], [0.7943, -0.4286, -0.9291], [-0.8305, 0.8327, -0.2092], [-1.1641, 0.1092, -1.4078], [1.1245, -0.6186, 2.0321], [-1.1282, -0.9791, -0.4613], [2.3521, 0.2276, 0.0782], [-1.2005, 0.2729, 1.7889], [-0.2754, 0.8073, 0.1906], [0.1191, 0.3722, 0.5603], [0.7375, -0.0118, -0.0184], [-0.0389, 0.1339, -0.1642], [0.3682, -0.6826, -0.2418], [0.0408, -0.0361, -0.5360], [0.5784, 0.2906, -0.8390], [-0.4992, -0.2741, -0.3490], [0.4224, -0.0744, -0.0287], [-0.5319, 0.0038, -0.4951], [-1.2658, 0.8614, -0.2912], [0.1503, -0.4083, 0.3333], [-1.0155, 0.2519, -0.9913], [1.2756, 0.5770, 0.0738], [-0.6882, -1.0910, 2.3070], [0.2721, 0.8898, -2.3491], [-0.2843, -1.2149, -0.1405], [0.5697, 0.1282, 0.1945], [0.1371, -0.0789, 0.1184], [0.0803, 0.0824, 0.0434], [-0.3726, 0.3656, 0.3141], [-0.4818, 0.3237, -0.7334], [0.4160, 0.1933, 0.5719], [-0.3845, -0.2746, -1.0139], [-0.5260, 0.2552, -0.0003], [0.3420, -0.4000, 0.8245], [0.0259, 0.4580, 1.0098], [0.8623, 0.0759, -0.2460], [-0.2098, -0.4238, 0.1546], [0.6218, -2.0461, -1.9654], [-0.8046, 0.7127, -0.8209], [0.9431, -0.3699, -0.0626], [-0.9909, -0.3824, -0.3405], [-0.4442, -0.8149, 1.2622], [1.0311, 1.7279, 2.5074], [-0.3574, -0.0890, -0.7551], [-0.0259, -0.0633, 0.2705], [0.0095, 0.7876, 0.4003], [0.2775, -0.1854, -0.5771], [-0.7783, -0.0344, 0.3281], [0.1230, -0.1207, -0.5755], [-0.0369, -0.1324, 0.0006], [-0.5045, 0.4832, 0.4061], [0.4971, -0.2300, -0.1369], [0.2639, 0.3442, 0.6105], [0.0838, 0.2463, -0.5670], [0.2429, -0.3615, -0.2420], [0.0683, -0.7777, -0.3382], [-0.2934, 0.2826, 0.7902], [2.0971, -0.5800, -0.0419], [-0.5798, -0.8560, -1.7635], [-0.7089, 0.8678, 3.0172], [-2.2191, 0.1169, 0.2410], [0.0809, -0.4687, 0.3422], [1.1817, 0.4372, -1.2164], [-0.5062, -0.5627, -0.2027], [-0.5162, 0.3299, -0.2711], [0.0329, 0.0321, 0.0421], [-0.1725, 0.0330, -0.2009], [-0.1123, 0.2012, 0.0931], [0.1061, 0.6506, -0.4149], [0.3292, -0.2299, 0.2787], [0.2898, -0.5372, -0.2466], [-0.3423, 0.3632, -0.2922], [0.8366, 0.2095, 0.1612], [0.1855, 1.0456, -0.0990], [-0.0964, -0.6446, -0.0302], [0.3863, -0.1423, 0.0623], [-0.4386, -0.2080, 0.0549], [-0.1758, 0.3789, -0.1037], [-0.2037, 0.4908, -0.0033], [-0.2107, -0.0829, -0.2614], [0.4603, -0.3605, 0.1689], [0.3559, -0.3531, 0.1545], [-0.2426, 0.2647, 0.3971], [0.2302, 0.3424, -0.0956], [0.0522, 0.8278, -0.5661], [-1.7142, -0.1273, -0.2847], [-0.2346, 0.2587, 1.4118], [0.4474, -1.4995, -1.8766], [-2.0475, 0.3699, 1.5576], [-0.2798, 0.3999, -1.6227], [0.2753, 0.4650, -1.0907], [0.0811, 0.4577, 0.6869], [-0.1923, -0.0847, 0.4852], [0.5979, -0.9568, -0.4411], [0.8071, -0.1343, 0.9569], [0.4256, -0.0080, 0.0309], [-0.3552, -0.0524, -0.6309], [0.4851, -0.5217, -0.0638], [0.4348, -0.2674, -0.0700], [-0.2605, -0.2669, -0.2418], [0.2591, 0.3751, 0.1304], [-0.1460, 0.0898, 0.3443], [0.8401, -0.0587, -0.2294], [0.3196, -0.3945, 0.0243], [-0.2301, -0.1748, 0.4633], [-0.3388, 0.0123, -0.0369], [0.0088, -0.1086, 0.2678], [0.3445, 0.1406, 0.0119], [0.0521, -0.1094, -0.2069], [-0.0774, 0.4189, 0.3348], [0.3216, 0.8338, 0.0496], [0.0453, 0.1948, 0.1595], [-0.1198, -0.0904, 0.5983], [0.1113, 0.0234, -0.0920], [0.0986, 1.3713, -0.7740], [-1.2094, -1.8897, 0.0627], [1.2396, 0.0318, 0.4326], [1.1131, -0.2048, 1.2163], [-0.4494, -0.3008, -1.0382], [-0.4588, 0.9461, 0.5557], [-2.0939, 2.6398, -0.0236], [1.0224, -0.6226, -0.6520], [0.2031, -0.5766, 0.5720], [0.6726, -0.6320, 0.1562], [-0.9597, -0.7948, 0.2066], [0.0748, -0.0109, -0.1350], [0.1229, -0.0132, 0.4958], [-0.0752, -0.2905, 0.1990], [0.3366, -0.6260, -0.1765], [-0.1478, 0.4188, 0.0659], [-0.4511, -0.3238, -0.1883], [-0.3989, 0.2465, -0.1293], [-0.0926, -0.1439, 0.3454], [0.4078, 0.7055, -0.6053], [-0.0001, 0.2246, -0.2783], [0.1393, -0.2364, 0.5067], [0.5721, 0.3568, -0.1536], [-0.2605, -0.3200, -0.3817], [-0.0090, -0.3534, 0.4776], [-0.1922, -0.0587, -0.2513], [0.1501, 0.1990, -0.4312], [0.1122, -0.0546, 0.3233], [0.1491, 0.4181, -0.1747], [0.4271, -0.1254, -0.0974], [-0.6872, 0.2339, -0.1422], [-0.2882, -0.0205, -0.6700], [0.0519, 0.2320, -0.0101], [-0.3509, -0.4886, -0.0904], [0.6659, -0.0388, 0.1844], [0.4319, 0.2005, 0.0830], [0.3654, -0.2792, 0.7945], [-0.5203, -0.0238, -0.0540], [0.3075, 0.1684, 0.0229]]}